# C21H51N3O9

6 unconnected molecules or ions with the total composition C21H51N3O9 (ωB97M-V/def2-TZVPD, the Open Molecules 2025 dataset).

Gap between HOMO and LUMO in hartree: 0.2467
Max |F| in eV/A: 3.236
Energy in eV: -45496.379
LUMO level in Eh: -0.00148
Energy relative to the best compared isomer or geometry (same formula, charge and spin) in kJ/mol: 173.61

Last column: Mulliken charge in e.
Positions of all 84 atoms, in Å:
C  -0.65  2.61  -4.18  -0.9358
N  -0.06  1.75  -3.13  0.6318
C  0.40  2.55  -1.96  -0.6159
C  -1.26  0.82  -2.86  -0.6933
C  1.10  0.95  -3.55  0.3231
C  0.84  -0.20  -4.46  -0.5511
O  0.63  0.31  -5.75  -0.6096
H  -1.09  2.06  -5.00  0.2760
H  0.13  3.31  -4.51  0.3522
H  -1.38  3.23  -3.64  0.4518
H  -0.43  3.13  -1.59  0.5183
H  1.36  3.03  -2.17  0.3452
H  0.61  1.86  -1.11  -0.0438
H  -1.50  0.36  -3.82  0.3567
H  -2.04  1.40  -2.31  1.1857
H  -0.76  0.06  -2.19  -0.2820
H  1.50  0.56  -2.61  -0.4893
H  1.84  1.64  -3.94  0.6139
H  0.02  -0.84  -4.11  0.1819
H  1.79  -0.78  -4.45  0.3994
H  -0.08  -0.07  -6.29  0.3525
C  3.97  3.10  2.53  -0.8921
N  3.09  2.01  2.08  0.3374
C  1.91  2.50  1.34  -0.4885
C  3.81  1.10  1.15  -0.8712
C  2.58  1.27  3.23  0.1092
C  3.51  0.40  3.94  -0.9068
O  4.56  1.04  4.56  -0.5639
H  3.36  3.70  3.23  0.3208
H  4.26  3.65  1.66  0.3623
H  4.79  2.59  3.01  0.3753
H  1.19  2.97  2.02  0.3326
H  1.46  1.65  0.85  -0.1666
H  2.27  3.21  0.59  0.4011
H  4.72  0.69  1.63  0.3924
H  4.07  1.73  0.26  0.3927
H  3.06  0.39  0.73  0.2339
H  1.82  0.60  2.82  -0.1693
H  2.16  2.03  3.91  0.3767
H  3.84  -0.47  3.39  0.3189
H  2.82  0.04  4.71  0.6088
H  4.80  0.60  5.37  0.3631
C  -2.54  -2.56  -1.91  -0.8885
N  -3.53  -2.03  -0.85  0.7433
C  -3.95  -0.75  -1.43  -1.0142
C  -4.79  -2.91  -0.75  -0.9313
C  -2.93  -1.92  0.51  -0.1982
C  -2.41  -3.14  1.24  -0.7730
O  -3.32  -4.15  1.47  -0.5438
H  -1.99  -3.47  -1.62  0.2727
H  -1.91  -1.67  -2.19  0.1974
H  -3.23  -2.67  -2.76  0.4164
H  -4.53  -0.96  -2.33  0.4291
H  -3.04  -0.20  -1.59  0.1031
H  -4.48  -0.12  -0.71  0.4952
H  -5.32  -2.64  0.16  0.3176
H  -4.52  -3.96  -0.63  0.3657
H  -5.31  -2.79  -1.69  0.3937
H  -3.62  -1.39  1.12  0.8767
H  -2.10  -1.22  0.39  -0.3721
H  -2.22  -2.61  2.17  0.4212
H  -1.46  -3.52  0.83  0.2255
H  -2.92  -4.62  2.21  0.3955
C  0.52  -1.67  3.17  0.9341
C  1.03  -1.98  4.54  0.0831
O  0.68  -3.09  5.04  -0.7679
O  1.76  -1.13  5.15  -0.7478
H  -0.34  -0.98  3.15  0.2683
H  0.16  -2.58  2.68  0.1888
H  1.42  -1.35  2.61  -1.0369
C  1.85  -2.26  -0.15  -1.3413
C  1.21  -1.01  -0.72  0.5550
O  1.87  0.05  -0.75  -0.9134
O  0.04  -1.16  -1.13  -0.5223
H  1.85  -2.14  0.94  0.1276
H  2.92  -2.30  -0.45  0.2982
H  1.39  -3.24  -0.34  0.3261
C  -1.68  1.82  1.16  -0.2377
C  -2.88  1.44  0.30  0.5362
O  -2.82  1.84  -0.89  -0.7928
O  -3.82  0.75  0.79  -0.7904
H  -1.14  2.49  0.48  -0.0014
H  -1.06  0.92  1.34  -0.2104
H  -1.88  2.34  2.10  0.4785

=====

# C21H52CuN3O10

A molecular structure, C21H52CuN3O10 (ωB97M-V/def2-TZVPD, the Open Molecules 2025 dataset).

Gap between HOMO and LUMO (spin up / spin down) in hartree: 0.2851 / 0.2034
Max |F| in eV/A: 1.817
Energy in eV: -92196.474
Multiplicity: 2
LUMO level (spin up / spin down) in Eh: -0.11053 / -0.19224
Charge: +1

Last column: Mulliken charge in e.
Positions of all 87 atoms, in Å:
Cu  -1.48  -0.72  2.94  -0.3778
O  1.06  -1.21  0.12  -0.2589
C  0.22  -1.04  1.10  1.3579
O  0.56  -1.20  2.29  -0.6551
O  -0.99  -0.68  0.86  -0.6099
H  0.57  -0.98  -0.73  0.0467
C  4.77  -2.18  3.05  -1.1774
C  3.53  -2.96  2.63  0.1874
O  2.53  -2.80  3.65  -0.5436
H  4.62  -1.11  3.18  0.2794
H  5.59  -2.40  2.36  0.3642
H  5.05  -2.47  4.07  0.3184
H  3.79  -4.01  2.61  0.3228
H  3.18  -2.51  1.70  -0.0702
H  1.81  -2.27  3.29  0.2200
C  3.62  -0.73  -5.07  -0.8673
O  2.40  -1.18  -4.52  -0.2639
C  2.49  -1.90  -3.34  -0.6556
C  1.07  -2.34  -3.02  -0.6881
N  0.30  -1.18  -2.54  -0.0204
C  -1.15  -1.44  -2.57  -0.5372
C  -1.78  -1.48  -3.96  -0.6078
O  -2.10  -0.26  -4.54  -0.3828
C  -3.10  0.47  -3.85  -0.4779
H  3.40  -0.18  -5.97  0.2298
H  4.26  -1.60  -5.30  0.3428
H  4.17  -0.10  -4.36  0.3365
H  2.88  -1.29  -2.51  0.2294
H  3.13  -2.80  -3.42  0.5573
H  1.07  -3.17  -2.31  0.3800
H  0.65  -2.67  -3.97  0.3288
H  0.51  -0.41  -3.18  0.0613
H  -1.65  -0.65  -1.99  0.1261
H  -1.35  -2.36  -2.01  0.4846
H  -2.69  -2.11  -3.89  0.4102
H  -1.20  -2.06  -4.68  0.2975
H  -3.51  1.27  -4.47  0.2407
H  -2.65  0.96  -2.97  0.0531
H  -3.91  -0.19  -3.53  0.3585
C  -4.01  5.34  -2.29  -0.7806
O  -3.07  4.39  -1.86  -0.2425
C  -2.31  4.84  -0.76  -0.8536
C  -1.50  3.69  -0.26  -0.0441
N  -0.31  3.48  -1.09  -0.4533
C  0.27  2.17  -0.87  0.4686
C  1.54  1.98  -1.65  -0.9974
O  1.22  1.96  -3.02  -0.1898
C  2.30  2.44  -3.82  -0.9067
H  -3.64  5.95  -3.12  0.2813
H  -4.33  6.04  -1.51  0.3295
H  -4.89  4.80  -2.65  0.2245
H  -2.96  5.23  0.03  0.5339
H  -1.65  5.67  -1.06  0.3512
H  -2.14  2.80  -0.39  0.2343
H  -1.18  3.81  0.78  0.1446
H  -0.60  3.53  -2.06  0.3230
H  -0.45  1.39  -1.18  0.2060
H  0.48  2.00  0.20  -0.5063
H  1.97  1.02  -1.34  0.1347
H  2.24  2.79  -1.41  0.7393
H  2.51  3.47  -3.52  0.4155
H  1.95  2.45  -4.84  0.2252
H  3.16  1.78  -3.67  0.2584
C  -0.07  2.18  3.10  -0.4351
O  -0.46  0.96  3.72  0.2798
C  -0.21  0.96  5.12  -0.6685
C  -0.09  -0.49  5.52  -0.3138
N  -1.23  -1.28  4.98  -0.0965
C  -0.84  -2.72  4.88  -0.2118
C  -1.89  -3.43  4.06  -0.7513
O  -1.94  -2.75  2.79  0.1572
C  -2.66  -3.46  1.78  -0.7665
H  -0.66  3.03  3.45  0.3871
H  -0.13  2.03  2.03  -0.3368
H  0.98  2.41  3.31  0.4924
H  -0.98  1.50  5.68  0.3550
H  0.76  1.43  5.30  0.4470
H  0.06  -0.62  6.59  0.5552
H  0.81  -0.86  5.01  0.1264
H  -1.94  -1.29  5.70  0.2242
H  -0.84  -3.14  5.89  0.5467
H  0.13  -2.92  4.42  0.1393
H  -2.87  -3.28  4.52  0.3768
H  -1.69  -4.47  3.85  0.4495
H  -2.14  -4.39  1.54  0.3461
H  -2.72  -2.78  0.93  0.1339
H  -3.69  -3.70  2.06  0.3282

=====

# C21H52N2O12P4SSi

3 unconnected molecules or ions with the total composition C21H52N2O12P4SSi (ωB97M-V/def2-TZVPD, the Open Molecules 2025 dataset).

Gap between HOMO and LUMO in hartree: 0.2732
Max |F| in eV/A: 9.274
Energy in eV: -106034.218
LUMO level in Eh: -0.05362

Last column: Mulliken charge in e.
Positions of all 93 atoms, in Å:
C  3.97  -4.60  -0.53  -0.4567
O  5.19  -3.84  -0.83  -0.4111
C  4.79  -2.78  -1.73  0.1611
C  6.00  -1.70  -1.90  -0.7236
C  5.79  -0.60  -0.74  -0.6096
C  5.13  0.79  -1.23  -0.5827
C  3.88  0.65  -2.24  -0.4497
C  2.50  1.17  -1.54  -0.2214
C  1.19  0.72  -2.37  -0.6494
Si  0.07  -0.56  -1.51  0.1732
O  -1.46  -0.55  -2.39  -0.3062
C  -1.29  -1.30  -3.59  0.2669
N  -1.31  -2.16  -4.44  -0.4461
P  0.80  -2.65  -1.61  0.0954
S  -0.76  -3.78  -1.14  -0.3059
P  -0.42  -0.11  0.59  0.8099
N  -1.89  0.54  0.69  -0.8530
O  -0.43  -1.56  1.50  -0.4271
O  0.64  1.00  1.34  -0.1231
H  3.52  -4.20  0.45  0.1834
H  3.17  -4.47  -1.35  0.1827
H  4.24  -5.70  -0.43  0.2835
H  3.85  -2.26  -1.29  -0.2066
H  4.46  -3.22  -2.74  0.3450
H  7.02  -2.21  -1.89  0.3686
H  5.85  -1.19  -2.92  0.3305
H  6.85  -0.34  -0.35  0.3229
H  5.25  -1.06  0.17  0.2806
H  5.96  1.46  -1.66  0.3870
H  4.73  1.31  -0.27  0.1371
H  4.11  1.33  -3.14  0.2318
H  3.67  -0.41  -2.60  0.3000
H  2.53  0.81  -0.46  -0.0059
H  2.55  2.33  -1.62  0.2357
H  1.58  0.21  -3.34  0.3769
H  0.60  1.65  -2.73  0.4326
H  1.26  -2.99  -2.93  0.2308
H  1.77  -2.87  -0.58  -0.0986
H  -2.31  0.65  -0.24  0.2338
H  0.47  -1.94  1.37  0.2820
H  0.60  1.88  0.90  0.2450
C  -4.89  -1.22  -2.02  -0.3227
C  -4.98  -2.58  -2.68  -0.3204
O  -6.25  -3.18  -2.48  -0.3897
P  -7.55  -2.64  -3.36  1.0169
O  -7.02  -3.06  -4.73  -0.7353
O  -8.54  -3.94  -3.12  -0.3542
C  -8.98  -4.73  -4.22  -0.3055
C  -8.03  -5.89  -4.47  -1.0301
O  -8.21  -2.06  -1.88  -0.2694
C  -8.37  -0.67  -1.69  -0.1381
C  -8.79  0.09  -2.93  -1.2104
H  -5.54  -0.50  -2.54  0.2180
H  -3.87  -0.83  -2.06  -0.1242
H  -5.22  -1.27  -0.98  0.2417
H  -4.75  -2.51  -3.75  0.2953
H  -4.23  -3.24  -2.23  0.2497
H  -9.11  -4.11  -5.11  0.3163
H  -9.96  -5.13  -3.97  0.3383
H  -6.98  -5.56  -4.52  0.2814
H  -8.28  -6.40  -5.41  0.3460
H  -8.08  -6.61  -3.65  0.2791
H  -7.45  -0.25  -1.27  0.2148
H  -9.14  -0.54  -0.92  0.3421
H  -8.03  0.01  -3.72  0.3570
H  -8.94  1.14  -2.71  0.3809
H  -9.72  -0.32  -3.34  0.3515
C  5.78  5.52  6.07  -0.9959
C  5.70  4.15  5.42  -0.3012
O  4.44  3.55  5.63  -0.3511
P  3.13  4.07  4.75  1.1055
O  3.66  3.65  3.38  -0.7240
O  2.15  2.76  5.00  -0.4232
C  1.71  1.96  3.91  -0.2671
C  2.67  0.81  3.66  -0.9101
O  2.48  4.65  6.23  -0.2853
C  2.30  6.05  6.42  -0.1524
C  1.87  6.79  5.17  -1.1976
H  5.13  6.23  5.55  0.2207
H  6.80  5.91  6.03  0.4331
H  5.46  5.48  7.11  0.2284
H  5.93  4.22  4.35  0.2510
H  6.45  3.50  5.87  0.3589
H  1.57  2.57  3.02  0.1852
H  0.73  1.56  4.17  0.3891
H  3.71  1.14  3.61  0.2522
H  2.43  0.29  2.74  0.1884
H  2.62  0.09  4.49  0.3048
H  3.22  6.48  6.82  0.2091
H  1.53  6.17  7.19  0.3484
H  2.63  6.72  4.38  0.3589
H  1.71  7.85  5.39  0.3831
H  0.94  6.37  4.77  0.3428

=====

Q: energy of number 1 (C21H51N3O9)?
A: -45496.379 eV

=====

Q: energy of number 2 (C21H52CuN3O10)?
A: -92196.474 eV